Entry 1:
The following is a quantum chemistry calculation of 9 unconnected molecules or ions with the total composition C25H71N13O12, from the OMol25 dataset.

Geometry as XYZ:
```
121
Properties=species:S:1:pos:R:3:lowdin_charge:R:1
C 0.75 1.86 6.20 -0.072
O -0.43 2.15 5.43 -0.196
C -0.43 3.46 4.86 -0.217
C -1.80 3.55 4.20 -0.209
N -1.83 2.46 3.25 -0.088
C -2.98 2.17 2.39 -0.197
C -4.28 1.79 3.13 -0.226
O -4.00 0.64 3.96 -0.216
C -5.19 0.21 4.70 -0.081
H 1.52 1.47 5.51 0.075
H 0.50 1.19 6.93 0.051
H 1.21 2.68 6.73 0.086
H 0.38 3.52 4.19 0.100
H -0.35 4.31 5.56 0.127
H -1.98 4.53 3.72 0.132
H -2.48 3.55 5.05 0.112
H -1.45 1.58 3.69 0.127
H -2.73 1.38 1.67 0.078
H -3.19 3.03 1.71 0.130
H -5.02 1.53 2.36 0.116
H -4.69 2.67 3.73 0.128
H -5.82 -0.40 4.02 0.090
H -5.84 1.06 5.05 0.089
H -4.82 -0.34 5.56 0.078
C -1.40 -4.57 -2.64 -0.058
O -0.88 -3.96 -3.86 -0.253
C -1.86 -3.72 -4.93 -0.195
C -1.91 -4.81 -5.98 -0.246
N -2.76 -4.49 -7.08 -0.070
C -4.15 -4.37 -6.72 -0.224
C -5.08 -4.67 -7.91 -0.210
O -4.93 -6.04 -8.29 -0.200
C -5.95 -6.41 -9.21 -0.095
H -1.85 -3.87 -1.91 0.084
H -0.60 -5.10 -2.20 0.067
H -2.12 -5.33 -2.98 0.087
H -1.53 -2.77 -5.43 0.139
H -2.81 -3.61 -4.50 0.098
H -2.25 -5.75 -5.39 0.137
H -0.95 -5.17 -6.39 0.126
H -2.77 -5.21 -7.79 0.106
H -4.38 -3.32 -6.40 0.133
H -4.38 -5.07 -5.91 0.118
H -4.71 -3.99 -8.72 0.137
H -6.13 -4.49 -7.76 0.105
H -6.88 -6.11 -8.73 0.084
H -5.93 -7.47 -9.38 0.084
H -5.85 -5.97 -10.17 0.072
C -1.09 -1.72 3.66 -0.132
O -0.18 -2.16 2.69 -0.204
C 0.91 -1.23 2.72 -0.221
C 1.90 -1.56 3.83 -0.246
N 2.75 -0.45 4.10 -0.083
C 3.46 -0.60 5.41 -0.206
C 4.43 0.55 5.54 -0.169
O 5.60 0.50 4.59 -0.201
C 6.60 -0.42 4.90 -0.154
H -1.73 -0.95 3.10 0.096
H -0.65 -1.33 4.63 0.099
H -1.76 -2.56 3.86 0.086
H 0.61 -0.21 2.86 0.095
H 1.34 -1.30 1.66 0.147
H 2.56 -2.44 3.56 0.138
H 1.24 -1.82 4.68 0.113
H 3.39 -0.28 3.33 0.103
H 3.93 -1.63 5.45 0.128
H 2.60 -0.57 6.16 0.129
H 4.75 0.56 6.59 0.117
H 3.98 1.51 5.30 0.115
H 7.46 -0.10 4.36 0.072
H 6.40 -1.43 4.52 0.085
H 6.91 -0.40 5.96 0.097
C 4.16 0.62 -0.07 -0.085
C 4.88 1.74 0.72 -0.351
O 4.81 3.02 0.21 -0.062
H 3.04 0.81 -0.08 0.078
H 4.41 -0.31 0.34 0.039
H 4.62 0.67 -1.12 0.085
H 5.93 1.47 0.75 0.104
H 4.55 1.51 1.83 0.127
H 3.92 3.37 0.32 0.038
C 0.94 -0.91 -3.30 -0.626
O 1.67 0.07 -3.15 -0.031
N -0.12 -1.09 -2.52 0.204
N 1.31 -1.91 -4.22 0.164
H -0.77 -1.85 -2.60 0.078
H -0.33 -0.44 -1.73 0.093
H 2.19 -1.83 -4.68 0.086
H 0.92 -2.83 -4.16 0.058
C 2.90 3.51 -3.69 -0.666
O 2.70 4.71 -3.73 0.013
N 3.64 2.98 -2.73 0.200
N 2.46 2.59 -4.65 0.159
H 4.06 3.64 -2.09 0.085
H 3.93 2.06 -2.68 0.068
H 1.79 3.00 -5.29 0.097
H 2.10 1.76 -4.19 0.043
C 3.06 5.75 -0.27 -0.619
O 2.47 4.67 -0.12 -0.030
N 3.43 6.51 0.86 0.141
N 3.62 6.11 -1.45 0.162
H 2.85 6.26 1.63 0.082
H 3.66 7.53 0.70 0.121
H 3.13 5.78 -2.34 0.101
H 4.00 7.03 -1.51 0.087
C -0.04 1.89 -0.14 -0.527
O -0.90 0.90 -0.14 -0.116
N 0.10 2.69 0.96 0.201
N 0.73 2.11 -1.26 0.193
H -0.48 2.52 1.77 0.058
H 0.82 3.33 0.88 0.046
H 1.47 2.80 -1.24 0.066
H 0.72 1.50 -2.04 0.045
C -3.69 -1.22 -0.20 -0.673
O -4.68 -1.94 -0.36 -0.020
N -2.57 -1.73 0.36 0.158
N -3.71 0.15 -0.50 0.156
H -2.72 -2.69 0.70 0.121
H -1.73 -1.17 0.48 0.071
H -2.96 0.75 -0.40 0.011
H -4.69 0.45 -0.67 0.121
```

The value obtained for the LUMO energy is 0.500 eV. The energy comes out at -71018.095 eV. The SMILES is COCCNCCOC.COCCNCCOC.COCCNCCOC.NC(N)=O.NC(N)=O.NC(N)=O.NC(N)=O.NC(N)=O.CCO. The calculation puts the HOMO energy at -0.3216 Eh. The molar mass comes out at 745.9 g/mol. For the HOMO-LUMO gap, the calculation gives 9.25 eV.

***

Entry 2:
The following is a quantum chemistry calculation of a molecular structure, C2H3IN4, from the OMol25 dataset.

Geometry as XYZ:
```
10
Properties=species:S:1:pos:R:3:nbo_charge:R:1
C 1.02 0.25 -0.10 0.575
C 1.87 2.05 0.15 0.745
N 2.37 0.28 -0.14 -0.237
N 2.96 1.52 -0.21 -0.197
N 0.59 1.56 0.12 -0.579
N 0.26 -0.83 -0.22 -0.722
I 5.72 -0.86 -0.33 0.989
H -0.37 1.93 -0.01 0.516
H 0.61 -1.75 -0.13 0.446
H -0.77 -0.89 -0.04 0.465
```

The value obtained for the LUMO energy (alpha / beta) is -13.373 / -13.386 eV. For the energy above the lowest of the compared OMol25 structures with the same formula, charge and spin, the calculation gives 104.75 kcal per mole. The energy comes out at -16157.048 eV. Its net charge is +2. The calculation puts the HOMO energy (alpha / beta) at -0.6744 / -0.6745 Eh. The molar mass comes out at 210.0 g/mol. For the HOMO-LUMO gap (alpha / beta), the calculation gives 4.98 / 4.97 eV.